C5H7O4Zn | ωB97M-V/def2-TZVPD

Each line ends with the Löwdin charge.
Positions of all 17 atoms, in Å:
O -1.72932 0.57879 -0.59778  -0.367
C -3.88232 -0.43842 0.75709  0.092
O -2.96268 -1.08061 1.03333  -0.061
O 0.03641 -0.74892 2.08879  -0.428
C 0.81556 -1.63606 1.25033  -0.433
C 1.69491 -0.83666 0.32979  -0.284
O 0.85057 -0.26613 -0.72988  -0.251
C 0.62156 1.13076 -0.79711  -0.243
C -0.80309 1.32541 -1.32033  -0.361
Zn -0.92699 -0.85791 0.41385  0.660
H 1.42403 -2.35803 1.82708  0.045
H 2.45312 -1.46286 -0.16678  0.096
H 2.19314 0.02107 0.82945  0.106
H 1.35276 1.62351 -1.46092  0.109
H 0.71154 1.57014 0.21119  0.117
H -0.81470 1.02820 -2.38941  0.100
H -1.03449 2.40771 -1.27871  0.101

Calculated values
Charge ... -1
ΔE to the lowest compared entry with this formula, charge and spin ... 0.0 kJ/mol
2S+1 ... 1
Lowest unoccupied orbital energy ... 3.305 eV
Frontier orbital gap ... 5.0 eV
Electronic energy ... -2274.92702 hartree


C5H7O5Pm | ωB97M-V/def2-TZVPD

Each line ends with the Löwdin charge.
Positions of all 18 atoms, in Å:
O -4.36102 0.19748 -0.33330  0.128
C -3.84852 -0.65141 0.32271  -0.486
O -3.95434 -1.26857 1.33365  0.123
O -1.71410 -1.92489 -1.84274  -0.171
C -1.79975 -1.28152 -0.79537  -0.266
O -0.50443 -1.10668 -0.27517  -0.292
C -0.28204 -0.19923 0.80363  -0.154
C 1.10820 0.37926 0.80088  -0.215
O 1.41647 0.83880 -0.49569  -0.225
C 2.65129 1.51956 -0.57687  -0.091
Pm 0.80232 -2.24613 -2.17297  1.777
H -0.43116 -0.78399 1.72013  0.148
H -0.99648 0.62299 0.67069  0.146
H 1.84689 -0.37164 1.13065  0.131
H 1.14031 1.21121 1.52544  0.149
H 2.88945 1.62021 -1.64193  0.095
H 2.56032 2.48902 -0.06073  0.108
H 3.47659 0.95555 -0.11302  0.095

Calculated values
Charge ... +1
2S+1 ... 6
Lowest unoccupied orbital energy (spin up / spin down) ... -5.676 / -5.586 eV
Frontier orbital gap (spin up / spin down) ... 6.2 / 6.3 eV
Electronic energy ... -1178.94303 hartree


C5H7P | ωB97M-V/def2-TZVPD

Each line ends with the Löwdin charge.
Positions of all 13 atoms, in Å:
C -1.51851 -0.22109 0.05617  -0.499
C -2.80787 -0.27356 0.11418  0.088
C -0.35805 -1.15122 -0.29843  -0.247
C 1.02823 -0.58912 0.20004  -0.353
C 1.38026 0.85710 -0.24806  -0.349
P -0.20523 1.36856 0.10655  0.882
H -0.61802 -1.98146 0.19951  0.055
H -0.32724 -1.30569 -1.42719  0.142
H 0.99970 -0.38148 1.31563  0.097
H 1.85443 -1.25790 -0.04098  0.104
H 1.77505 0.73890 -1.23903  0.032
H -0.67312 2.77053 -0.27803  0.017
H -0.52963 1.42643 1.53963  0.031

Calculated values
Charge ... 0
ΔE to the lowest compared entry with this formula, charge and spin ... 599.0 kJ/mol
2S+1 ... 1
Lowest unoccupied orbital energy (spin up / spin down) ... -0.929 / -0.929 eV
Frontier orbital gap (spin up / spin down) ... 7.8 / 7.8 eV
Electronic energy ... -535.78635 hartree


C5H8 | ωB97M-V/def2-TZVPD

Each line ends with the Löwdin charge.
Positions of all 13 atoms, in Å:
C -1.47424 -0.04634 -0.69706  -0.122
C -0.70698 0.54983 0.47140  -0.238
C 0.46028 -0.39073 0.91481  -0.202
C 1.67517 -0.17462 0.22143  -0.230
C 2.38750 -0.11131 -0.78019  0.067
H -0.78155 -0.23656 -1.52321  0.074
H -1.92166 -0.99863 -0.39733  0.074
H -2.27058 0.61380 -1.05436  0.071
H -0.30549 1.53713 0.17790  0.113
H -1.38674 0.75399 1.31395  0.103
H 0.40056 -0.71276 1.94753  0.107
H 0.82365 -1.42441 0.43247  0.166
H 3.10006 0.64061 -1.02734  0.017

Calculated values
Charge ... 0
ΔE to the lowest compared entry with this formula, charge and spin ... 330.1 kJ/mol
2S+1 ... 1
Lowest unoccupied orbital energy ... 0.994 eV
Frontier orbital gap ... 10.1 eV
SMILES ... C#CCCC
Electronic energy ... -195.16629 hartree


C5H8 | ωB97M-V/def2-TZVPD

Each line ends with the Löwdin charge.
Positions of all 13 atoms, in Å:
C 1.25641 0.78997 1.40838  -0.096
C 0.84775 -0.60621 1.05376  -0.188
C 0.44709 -0.81648 -0.18089  -0.036
C -0.67655 -0.32921 -0.65447  -0.238
C -1.21128 0.20029 -1.91660  -0.112
H 2.12370 0.75486 2.06028  0.065
H 0.44407 1.32332 1.93409  0.090
H 1.48523 1.36884 0.50768  0.081
H -1.28492 -0.03118 0.20069  0.105
H 0.62459 -1.31995 1.83547  0.105
H -2.28446 0.00365 -1.93970  0.070
H -1.07731 1.28757 -1.81797  0.082
H -0.71380 -0.14620 -2.81887  0.072

Calculated values
Charge ... 0
ΔE to the lowest compared entry with this formula, charge and spin ... 283.2 kJ/mol
2S+1 ... 1
Lowest unoccupied orbital energy ... 0.705 eV
Frontier orbital gap ... 9.4 eV
SMILES ... CC=C=CC
Electronic energy ... -195.18417 hartree


C5H8 | ωB97M-V/def2-TZVPD

Each line ends with the Löwdin charge.
Positions of all 13 atoms, in Å:
C 1.21826 1.80280 0.05751  -0.008
C 0.11602 1.39069 0.70203  -0.189
C -0.58872 0.15970 0.33690  -0.146
C 0.01417 -0.86828 -0.28794  -0.155
C -0.75813 -2.12300 -0.66962  -0.094
H 1.94752 2.47948 0.48421  0.050
H 1.56426 1.27591 -0.82742  0.050
H -0.42370 2.10766 1.31114  0.090
H -1.51394 -0.05024 0.87458  0.102
H 1.08822 -0.83289 -0.35753  0.093
H -1.50131 -2.26689 0.11280  0.071
H -0.06953 -2.95366 -0.75809  0.062
H -1.20633 -1.93833 -1.64940  0.075

Calculated values
Charge ... 0
ΔE to the lowest compared entry with this formula, charge and spin ... 128.2 kJ/mol
2S+1 ... 1
Lowest unoccupied orbital energy ... 0.816 eV
Frontier orbital gap ... 9.2 eV
SMILES ... C=C/C=C/C
Electronic energy ... -195.24320 hartree


C5H8 | ωB97M-V/def2-TZVPD

Each line ends with the Löwdin charge.
Positions of all 13 atoms, in Å:
C 1.00265 0.41011 0.25675  -0.193
C 0.60911 -0.27554 -1.06613  -0.199
C -0.70766 -0.91039 -0.69226  -0.115
C -1.28126 -0.28653 0.33167  -0.114
C -0.34141 0.70331 0.97383  -0.195
H 1.61984 1.30219 0.11827  0.100
H 1.58027 -0.30519 0.85503  0.108
H 0.45897 0.46249 -1.86987  0.110
H 1.34762 -0.99318 -1.43676  0.101
H -1.07881 -1.82794 -1.12022  0.094
H -2.26882 -0.51470 0.72329  0.098
H -0.65816 1.75015 0.87939  0.104
H -0.28235 0.48521 2.04702  0.103

Calculated values
Charge ... 0
ΔE to the lowest compared entry with this formula, charge and spin ... 12.3 kJ/mol
2S+1 ... 1
Lowest unoccupied orbital energy ... 1.245 eV
Frontier orbital gap ... 10.3 eV
SMILES ... C1=CCCC1
Electronic energy ... -195.28735 hartree


C5H8 | ωB97M-V/def2-TZVPD

Each line ends with the Löwdin charge.
Positions of all 13 atoms, in Å:
C -0.32653 1.43040 -0.34778  -0.085
C -0.13884 0.10423 0.40464  -0.431
C -1.09405 -1.00643 -0.10656  -0.065
C 1.25940 -0.35075 0.34377  -0.138
C 2.38931 -0.76791 0.29887  0.112
H 0.48996 2.12380 -0.12763  0.077
H -0.34855 1.26838 -1.43118  0.080
H -1.26852 1.90525 -0.05105  0.079
H -0.35600 0.30120 1.46256  0.132
H -1.77964 -1.33951 0.67791  0.072
H -0.52434 -1.87735 -0.44081  0.073
H -1.69438 -0.65701 -0.95484  0.072
H 3.39217 -1.13429 0.27208  0.021

Calculated values
Charge ... 0
ΔE to the lowest compared entry with this formula, charge and spin ... 133.5 kJ/mol
2S+1 ... 1
Lowest unoccupied orbital energy ... 1.145 eV
Frontier orbital gap ... 11.0 eV
SMILES ... C#CC(C)C
Electronic energy ... -195.24117 hartree


C5H8 | ωB97M-V/def2-TZVPD

Each line ends with the Löwdin charge.
Positions of all 13 atoms, in Å:
C -0.19744 1.06774 0.09866  -0.198
C 1.11793 0.37526 0.39127  -0.223
C 0.69602 -1.06472 0.40680  -0.124
C -0.39861 -1.29611 -0.33822  -0.100
C -1.03746 0.02858 -0.70372  -0.193
H -0.04326 1.98012 -0.46570  0.095
H -0.71311 1.34706 1.02691  0.111
H 1.89507 0.58123 -0.36245  0.114
H 1.58068 0.60369 1.35094  0.099
H 1.12526 -1.62900 1.28065  0.116
H -0.91169 -2.24918 -0.50861  0.098
H -1.01452 0.22738 -1.77592  0.097
H -2.09888 0.02794 -0.40062  0.108

Calculated values
Charge ... 0
ΔE to the lowest compared entry with this formula, charge and spin ... 51.0 kJ/mol
2S+1 ... 1
Lowest unoccupied orbital energy ... 1.224 eV
Frontier orbital gap ... 10.1 eV
SMILES ... C1=CCCC1
Electronic energy ... -195.27260 hartree


C5H8 | ωB97M-V/def2-TZVPD

Each line ends with the Löwdin charge.
Positions of all 13 atoms, in Å:
C -0.30960 1.40475 -0.42870  -0.080
C -0.19190 0.13591 0.42899  -0.445
C -1.05134 -1.01884 -0.10975  -0.081
C 1.20605 -0.31166 0.49327  -0.138
C 2.34021 -0.71500 0.45289  0.116
H 0.47695 2.12262 -0.17902  0.078
H -0.21741 1.15804 -1.49083  0.083
H -1.28050 1.88585 -0.27176  0.077
H -0.52619 0.37806 1.44558  0.134
H -1.19989 -1.78759 0.65410  0.079
H -0.55212 -1.49215 -0.95927  0.082
H -2.03206 -0.66941 -0.44352  0.076
H 3.33781 -1.09058 0.40803  0.022

Calculated values
Charge ... 0
ΔE to the lowest compared entry with this formula, charge and spin ... 122.3 kJ/mol
2S+1 ... 1
Lowest unoccupied orbital energy ... 1.139 eV
Frontier orbital gap ... 11.1 eV
SMILES ... C#CC(C)C
Electronic energy ... -195.24547 hartree


C5H8Ag3BBr4F4O3 | ωB97M-V/def2-TZVPD

Each line ends with the Löwdin charge.
Positions of all 28 atoms, in Å:
Ag -0.43713 5.57157 -0.90661  0.716
Ag -5.98881 2.65238 -0.33689  0.599
Ag -2.07887 2.44339 4.46115  0.579
C -4.42539 6.90575 1.39912  -1.092
O -5.49010 7.42003 1.80131  0.080
O -3.67253 6.36179 2.18126  0.094
O -4.34179 6.47910 0.26318  0.063
B -1.36386 0.87509 -0.17235  -1.481
F -1.62704 1.64300 -1.30593  0.080
F -0.73197 -0.27431 -0.36601  0.184
F -0.56638 1.68406 0.58354  0.090
F -2.46390 0.60258 0.60334  0.091
Br 6.07571 -0.71193 -3.50438  0.587
C 4.49224 0.48844 -3.52120  -0.653
C 5.07914 1.90384 -3.66955  -0.647
Br 3.61034 3.16184 -4.29094  0.513
H 3.80491 0.27429 -2.70278  0.067
H 3.91010 0.25083 -4.41157  0.042
H 5.85786 1.97397 -4.42902  0.036
H 5.51177 2.30564 -2.75332  0.053
Br -1.31627 -4.92011 4.19078  0.554
C -1.06973 -5.84415 2.44724  -0.630
C -0.39703 -7.23368 2.63558  -0.632
Br 1.60102 -7.23905 2.36538  0.532
H -0.52681 -5.24485 1.71637  0.056
H -2.12415 -5.96243 2.19760  0.038
H -0.80091 -7.91763 1.88912  0.049
H -0.52042 -7.64948 3.63558  0.032

Calculated values
Charge ... 0
ΔE to the lowest compared entry with this formula, charge and spin ... 1079.6 kJ/mol
2S+1 ... 1
Lowest unoccupied orbital energy ... -3.361 eV
Frontier orbital gap ... 2.5 eV
Electronic energy ... -11582.09761 hartree


C5H8AuO5 | ωB97M-V/def2-TZVPD

Each line ends with the Löwdin charge.
Positions of all 19 atoms, in Å:
O 1.25202 -0.65080 -0.73931  -0.268
C 1.46530 0.55553 0.16883  -0.732
C 0.81163 -1.76209 0.01874  -0.150
O 2.56230 1.10811 -0.00771  0.065
O 1.14841 0.06473 1.43765  -0.003
C 1.12177 -1.34822 1.45121  -0.136
H 1.36289 -2.66208 -0.28375  0.138
H -0.26672 -1.92868 -0.12844  0.125
H 0.32788 -1.65367 2.14348  0.134
H 2.10032 -1.73330 1.77577  0.137
O -1.66410 0.36540 -2.02290  -0.357
O 0.26018 1.42976 -0.32613  -0.168
C -2.04192 1.24877 -1.02324  -0.316
C -1.06407 1.18775 0.14562  -0.189
H -3.04823 1.01270 -0.61744  0.131
H -2.10518 2.30190 -1.37746  0.126
H -1.13132 0.18278 0.58843  0.124
H -1.31802 1.92311 0.92676  0.147
Au 0.22686 0.35831 -2.13013  1.192

Calculated values
Charge ... 0
ΔE to the lowest compared entry with this formula, charge and spin ... 5.3 kJ/mol
2S+1 ... 4
Lowest unoccupied orbital energy (spin up / spin down) ... 0.526 / -2.988 eV
Frontier orbital gap (spin up / spin down) ... 7.4 / 6.9 eV
Electronic energy ... -706.89417 hartree